# 1
A cluster of 3 separate species, C2H11N2O2 in total in a non-equilibrium geometry, computed with the ωB97M-V functional and the def2-TZVPD basis.

Cartesian coordinates (Å):
C 0.14768 -0.88308 0.43546
C 0.87067 0.09405 1.06141
N 1.93154 0.65566 0.20120
N -1.02871 -1.41178 0.77607
H 0.38301 -1.04652 -0.62363
H 1.05956 0.25951 2.10565
H 1.71962 1.63188 -0.00045
H 1.98467 0.17414 -0.69978
H 2.91263 0.62662 0.48784
H -1.76672 -0.91978 1.26204
H -1.51295 -2.00891 0.11548
H -4.40690 -2.44032 0.92726
H -4.35217 -1.28256 0.00253
O -3.77817 -1.87601 0.49404
H 1.18489 2.56147 -2.35096
H 2.53001 3.14842 -1.73681
O 2.12134 2.71721 -2.45736

## Properties
HOMO ... -12.99 eV
M ... 95.12 g mol⁻¹
Total charge ... +1
Maximum force ... 0.042 Eh/bohr

---

# 2
A cluster of 3 separate species, C2H11N2O2 in total in a non-equilibrium geometry, computed with the ωB97M-V functional and the def2-TZVPD basis.

Cartesian coordinates (Å):
C -0.70392 -0.53328 -1.89260
N 0.58723 -0.82885 1.55219
C 0.49559 -0.61852 0.23335
N -0.60109 -0.51170 -0.44167
H -1.35489 -1.34746 -2.19601
H -1.13218 0.38028 -2.27554
H 0.29782 -0.64192 -2.30672
H -0.12485 -0.42397 2.14283
H 1.52001 -0.63265 1.90111
H 1.39981 -0.78472 -0.34124
H -1.45796 -0.27318 0.07284
H 3.20774 1.15982 -1.11687
H 3.42270 1.83689 0.17958
O 2.88868 1.12772 -0.20542
H -2.81249 0.02275 1.97320
H -3.08300 1.42752 1.44530
O -2.54921 0.64128 1.27567

## Properties
HOMO ... -14.90 eV
M ... 95.12 g mol⁻¹
Total charge ... +1
Maximum force ... 0.031 Eh/bohr

---

# 3
A cluster of 3 separate species, C2H11N2O2 in total in a non-equilibrium geometry, computed with the ωB97M-V functional and the def2-TZVPD basis.

Cartesian coordinates (Å):
C 0.13183 -0.30780 -0.26818
C 0.82153 0.75156 -0.76574
N 0.46745 1.59115 -1.95710
N 0.29977 -1.01921 0.88283
H -0.43164 -0.81091 -1.02139
H 1.71947 1.16517 -0.24026
H 0.99959 1.49401 -2.79001
H 0.54937 2.56106 -1.66744
H -0.63685 1.44691 -2.09158
H 0.98978 -1.68463 1.20253
H -0.41261 -1.08027 1.65973
H -0.39218 -3.97632 1.77486
H 1.05195 -4.12086 2.54485
O 0.52115 -3.63204 1.87370
H -2.22934 1.92433 -0.00304
H -1.35129 2.88870 0.76286
O -2.09799 2.80915 0.10338

## Properties
HOMO ... -13.14 eV
M ... 95.12 g mol⁻¹
Total charge ... +1
Maximum force ... 0.091 Eh/bohr